Entry 1:
The molecule C4H10NO2 in a non-equilibrium geometry, computed with the ωB97M-V functional and the def2-TZVPD basis.

Values from the calculation:
HOMO energy (alpha / beta) = -0.333 / -0.332 hartree
2S+1 = 2
total charge = 0

Each line ends with the Mulliken spin population.
Positions of all 17 atoms, in Å:
O  1.1394  -0.4206  -0.9499  0.782
C  0.0575  -0.9151  -0.4494  -0.013
C  -1.2560  -0.5577  -1.1515  0.109
C  -1.3710  0.9371  -1.3935  0.001
H  0.1525  -1.9639  -0.2223  0.087
H  -2.0580  -0.9532  -0.5592  0.000
H  -1.2450  -1.0587  -2.1126  -0.002
H  -1.3680  1.4893  -0.4564  0.003
H  -2.2453  1.1796  -1.9752  0.002
H  -0.5149  1.2484  -1.9659  -0.002
N  1.6460  0.9863  1.4442  0.000
C  0.8785  -0.2162  1.8025  -0.002
O  -0.2309  -0.4767  0.9874  0.030
H  2.5160  0.9570  1.9233  0.000
H  1.8461  0.9578  0.4575  0.001
H  1.5372  -1.1070  1.7971  0.004
H  0.5160  -0.0863  2.8238  0.000

Entry 2:
A cluster of 2 separate species, C4H10NO2 in total in a non-equilibrium geometry, computed with the ωB97M-V functional and the def2-TZVPD basis.

Values from the calculation:
HOMO energy = -0.479 hartree
total charge = +1

Each line ends with the natural charge from an NBO analysis.
Positions of all 17 atoms, in Å:
C  0.9409  0.6315  -1.5418  -0.417
C  -0.3167  1.3631  -0.7776  -0.212
C  1.5455  0.5507  -0.2234  -0.207
C  -1.0884  -1.4616  1.3524  0.753
N  0.2523  0.6900  0.4594  -0.682
O  -2.2677  -1.0787  1.6451  -0.556
O  -0.7973  -2.1483  0.3083  -0.571
H  0.7193  -0.3222  -1.9420  0.211
H  1.3980  1.3507  -2.2751  0.237
H  -0.0118  2.4151  -0.7628  0.201
H  -1.3605  1.0791  -1.0564  0.202
H  2.0185  -0.5302  -0.0176  0.159
H  2.1601  1.3024  0.2007  0.216
H  -0.2857  -1.2238  2.0260  0.215
H  0.0252  1.1177  1.3469  0.379
H  -2.9694  -1.2669  1.0100  0.543
H  0.0376  -2.4688  0.2480  0.529

Entry 3:
A cluster of 2 separate species, C4H10NO2 in total in a non-equilibrium geometry, computed with the ωB97M-V functional and the def2-TZVPD basis.

Values from the calculation:
HOMO energy = -0.517 hartree
total charge = +1

Each line ends with the natural charge from an NBO analysis.
Positions of all 17 atoms, in Å:
C  -0.6604  1.3022  -0.7738  -0.588
C  0.4227  2.0142  0.0221  0.495
C  -0.9733  -0.1919  -0.2288  0.285
C  -1.4432  -0.4186  0.9692  -0.453
N  1.6681  -1.2824  0.3229  -0.922
O  1.3469  1.4805  0.5958  -0.560
O  -0.6542  -1.2664  -1.0769  -0.777
H  -1.5403  1.9391  -0.7629  0.265
H  -0.3596  0.9943  -1.7779  0.281
H  0.3692  3.1879  -0.1593  0.164
H  -1.5900  -1.3763  1.4522  0.225
H  -1.6699  0.4528  1.5779  0.225
H  2.4879  -1.8201  0.4892  0.440
H  1.7373  -0.1713  0.6677  0.496
H  1.3780  -1.2089  -0.6632  0.455
H  0.8214  -1.7477  0.6254  0.447
H  -1.3407  -1.8872  -1.2798  0.521

Entry 4:
The ion C4H10NO2 with charge +1 in a non-equilibrium geometry, computed with the ωB97M-V functional and the def2-TZVPD basis.

Values from the calculation:
HOMO energy (alpha / beta) = -0.414 / -0.584 hartree
2S+1 = 3
total charge = +1

Each line ends with the Mulliken spin population.
Positions of all 17 atoms, in Å:
C  0.3773  0.1932  1.1667  0.852
C  1.7269  0.2285  1.8234  -0.059
C  -2.3828  0.4352  0.1332  0.016
C  0.6079  -0.7146  -2.2954  0.000
N  0.0586  -0.0517  -0.0264  0.568
O  -1.2582  -0.0305  -0.5625  0.155
O  0.9324  -0.0796  -1.0286  0.271
H  -0.4022  0.4998  1.8398  0.035
H  1.6698  0.5289  2.8909  0.001
H  2.3080  0.8586  1.1891  0.062
H  2.2898  -0.7353  1.8187  0.068
H  -2.6083  -0.3529  1.0038  0.005
H  -3.1501  0.5043  -0.6831  0.001
H  -2.0915  1.4937  0.4582  0.001
H  1.5167  -1.3950  -2.4217  0.012
H  0.5763  0.0273  -3.1275  0.014
H  -0.1704  -1.4100  -2.1787  -0.003

Entry 5:
A cluster of 2 separate species, C4H10NO2S in total in a non-equilibrium geometry, computed with the ωB97M-V functional and the def2-TZVPD basis.

Values from the calculation:
HOMO energy = -0.110 hartree
total charge = -1

Each line ends with the natural charge from an NBO analysis.
Positions of all 18 atoms, in Å:
C  -1.5067  -1.4616  1.2966  -0.424
N  -0.0525  -1.0184  1.3272  -0.657
C  0.2057  -0.2259  0.1610  -0.186
C  1.6042  -0.1472  -0.3749  -0.477
S  2.5873  0.8113  0.8138  -0.651
C  -0.1959  1.2671  0.3642  0.437
O  -0.5561  1.9357  -0.6225  -0.620
H  -1.6222  -2.3374  0.5537  0.189
H  -2.0966  -0.5358  0.9884  0.173
H  -1.9694  -1.8196  2.2753  0.190
H  0.2747  -0.6686  2.2534  0.387
H  -0.4687  -0.6536  -0.6370  0.195
H  1.4479  0.4541  -1.3397  0.140
H  2.1988  -1.0809  -0.5097  0.216
H  -0.2275  1.4915  1.4662  0.133
H  0.5193  0.9582  -2.0327  0.470
H  -0.2140  1.9732  -2.9902  0.463
O  0.0718  1.0579  -2.9931  -0.976

Entry 6:
The ion C4H10NO2S with charge +1 in a non-equilibrium geometry, computed with the ωB97M-V functional and the def2-TZVPD basis.

Values from the calculation:
HOMO energy = -0.411 hartree
total charge = +1

Each line ends with the natural charge from an NBO analysis.
Positions of all 18 atoms, in Å:
C  1.6612  0.6136  0.6470  -0.235
C  1.1125  -1.5219  -0.4044  -0.515
C  0.1677  0.8488  0.5420  -0.619
C  -2.2191  0.0729  0.1924  0.416
N  1.8065  -0.2199  -0.6364  -0.499
O  -2.3555  1.1405  -0.6025  -0.673
O  -3.3373  -0.7173  0.1174  -0.688
S  -0.7057  -0.7712  0.4486  0.455
H  2.3405  1.5746  0.3939  0.243
H  1.8773  0.2175  1.6287  0.255
H  1.4667  -2.1082  0.3725  0.228
H  0.7265  -1.9094  -1.2560  0.214
H  -0.0727  1.5754  1.3943  0.276
H  -0.1443  1.4687  -0.3000  0.242
H  1.4057  0.4451  -1.2557  0.431
H  2.7329  -0.4449  -0.8505  0.429
H  -3.2820  1.4040  -0.5952  0.520
H  -3.1809  -1.6681  0.1638  0.520

Total energy (computed, eV): -9892.542 -9885.527 -9887.167 -9879.172 -20729.644 -20719.448
Energy above the lowest of the compared OMol25 structures with the same formula, charge and spin (computed, eV): 1.200 4.061 2.421 5.144 3.294 4.565